115
Properties=species:S:1:pos:R:3:forces:R:3:mulliken_charge:R:1 method="wB97M-V/def2-TZVPD" total_charge=-2 lumo_energy_ha=0.1386 e_tot_ev=-153073.8312 homo_lumo_gap_ev=3.85 max_force_ha_per_bohr=0.01225
Sn -0.48897 0.17080 0.98830 -0.48 0.08 -0.40 0.6155
O -3.97090 0.13034 -0.71958 0.06 -0.02 0.05 -0.7733
C -3.34260 1.07803 -0.20627 -0.20 0.14 -0.15 -0.8119
N -2.57114 0.87027 0.97886 0.44 -0.34 0.09 0.5947
C -3.22734 0.39954 2.09429 -0.18 0.13 0.04 0.8674
C -4.60719 0.14655 2.18256 0.02 0.02 -0.01 -0.6093
C -5.18560 -0.25489 3.37796 0.05 0.00 0.02 -0.7681
C -4.41609 -0.43539 4.51957 -0.04 0.00 -0.07 -0.8845
C -3.04572 -0.19961 4.45560 0.02 -0.04 -0.01 -0.2400
C -2.45259 0.21220 3.27071 0.02 -0.03 0.03 -0.5949
N -1.06728 0.45341 3.10577 0.20 0.01 -0.01 0.5759
C -0.31483 0.89516 4.11313 -0.07 -0.05 0.01 -0.0539
O -0.62153 1.06693 5.29945 0.00 0.04 0.04 -0.8201
C 1.10314 1.27423 3.72642 -0.03 0.03 -0.04 0.1205
C 1.92434 1.92741 4.63954 0.02 0.02 0.10 -0.5085
C 3.19164 2.30623 4.23670 -0.02 -0.02 -0.02 -0.5353
C 3.61562 1.99863 2.94902 0.00 -0.02 -0.02 -0.9056
C 2.73620 1.32524 2.11815 0.01 0.03 0.00 -0.5467
N 1.50999 0.99218 2.49940 0.19 -0.04 0.13 0.4763
C -3.37513 2.39861 -0.75192 0.04 -0.08 0.21 0.4564
C -4.43847 2.73696 -1.61217 -0.04 0.15 -0.14 -0.4998
C -4.89229 4.02465 -1.75827 0.11 -0.05 0.02 -0.8557
C -4.30664 5.03899 -0.89490 -0.04 -0.03 -0.11 -0.2880
C -3.20857 4.76092 -0.17370 0.01 -0.10 -0.03 -0.3972
N -2.57044 3.50365 -0.23544 0.11 0.03 0.08 0.6041
H -5.20881 0.25806 1.29140 0.01 0.01 0.00 0.4126
H -6.25556 -0.43548 3.41062 0.00 -0.01 -0.01 0.3438
H -4.86957 -0.75802 5.44990 0.01 -0.01 0.00 0.3033
H -2.42499 -0.33383 5.32808 -0.01 0.02 -0.01 0.4054
H 1.53508 2.12097 5.62887 0.00 0.00 -0.01 0.5037
H 3.84926 2.83644 4.91544 0.00 0.00 0.02 0.3737
H 4.59885 2.27902 2.59361 0.00 -0.01 0.00 0.4226
H 3.00658 1.03806 1.10801 -0.03 0.01 0.00 0.7759
H -4.95576 1.91204 -2.08972 0.03 -0.01 -0.01 0.3306
H -5.74780 4.25485 -2.38079 -0.02 -0.01 0.03 0.3164
H -4.78458 6.00653 -0.77954 0.01 0.00 0.02 0.3903
H -2.76180 5.48640 0.50370 -0.05 -0.02 0.05 0.2666
C 1.93621 5.83552 -0.23299 0.06 -0.01 -0.05 -1.6562
C 2.99924 5.45226 -1.23106 -0.06 0.07 0.02 0.7844
C 3.89547 6.42733 -1.66877 -0.01 -0.01 0.01 -0.6792
C 4.85694 6.15352 -2.62738 -0.02 -0.01 0.02 -0.7083
C 4.93003 4.87972 -3.17115 0.01 0.00 -0.02 -0.8364
C 4.04874 3.90023 -2.74165 0.07 0.01 0.02 -0.2676
C 3.08237 4.15937 -1.76956 -0.02 -0.03 -0.09 0.4809
P 1.89030 2.87215 -1.16828 0.08 0.05 0.06 0.8644
C 2.65768 1.31593 -1.78085 -0.02 0.01 0.01 1.0159
C 1.86089 0.40214 -2.47771 0.00 0.02 -0.05 -0.9171
C 2.36129 -0.81559 -2.90390 0.01 -0.02 0.01 -0.8671
C 3.68009 -1.14974 -2.63349 -0.01 0.00 0.02 -0.7774
C 4.46292 -0.27688 -1.89910 -0.02 -0.02 0.05 -0.8247
C 3.96771 0.94360 -1.44142 0.01 0.00 0.03 1.1940
C 4.87919 1.77847 -0.56800 -0.06 -0.05 -0.02 -2.1174
C 0.56273 3.19960 -2.40294 -0.06 0.03 0.05 0.5747
C 0.87133 3.16801 -3.76693 0.03 0.06 -0.01 -0.1909
C -0.08008 3.46312 -4.72229 0.00 0.00 -0.02 -0.9105
C -1.35795 3.82595 -4.31198 0.02 0.00 0.01 -0.9170
C -1.67070 3.87841 -2.96692 -0.01 0.02 -0.03 -0.3852
C -0.72944 3.55102 -1.98846 -0.05 -0.08 0.10 0.7103
C -1.15416 3.54114 -0.51249 -0.09 -0.04 -0.19 0.0367
H 2.25543 6.69325 0.36069 -0.01 0.01 -0.02 0.5019
H 1.69508 5.01294 0.44031 0.01 -0.01 0.01 0.1988
H 1.01256 6.10778 -0.75063 -0.02 -0.03 0.01 0.3040
H 3.82991 7.42397 -1.24513 -0.01 -0.01 0.01 0.4115
H 5.54329 6.92894 -2.94599 0.00 0.00 -0.01 0.3721
H 5.67116 4.64982 -3.92773 0.00 -0.02 0.01 0.4123
H 4.12609 2.90174 -3.15565 -0.02 0.02 -0.03 0.4265
H 0.82692 0.64774 -2.68220 0.01 0.02 -0.02 0.4569
H 1.71679 -1.50502 -3.43427 -0.01 0.00 0.01 0.4379
H 4.08468 -2.09875 -2.96343 0.00 0.00 0.01 0.3804
H 5.47986 -0.55427 -1.63882 -0.01 0.00 -0.01 0.4031
H 5.20384 1.18195 0.28831 0.05 0.00 -0.03 0.6227
H 4.39554 2.67531 -0.18746 0.01 -0.02 0.04 0.1783
H 5.77038 2.09270 -1.11590 -0.01 0.03 0.00 0.4685
H 1.87345 2.90320 -4.08358 0.01 -0.03 0.02 0.3283
H 0.17156 3.41123 -5.77562 0.00 0.00 0.01 0.4106
H -2.12455 4.05188 -5.04466 0.01 0.03 0.01 0.4110
H -2.67270 4.15404 -2.66949 -0.04 -0.05 0.03 0.2550
H -0.75380 4.43321 -0.01595 0.04 0.01 -0.03 0.4175
H -0.66340 2.69031 -0.03717 -0.02 -0.02 0.02 -1.0507
C -0.12619 -8.16225 -0.22157 -0.01 0.03 0.00 -2.1473
C 0.98077 -7.10589 -0.21319 -0.02 0.04 -0.01 2.1727
C 2.10571 -7.61116 0.70021 0.00 -0.04 0.00 -1.7478
C 1.52380 -6.96510 -1.64368 0.00 -0.02 0.01 -1.6381
C 0.47363 -5.74570 0.26973 0.04 -0.01 -0.03 -0.4193
C 1.36959 -4.71055 0.49158 -0.01 0.02 0.00 -0.3687
C 0.91281 -3.46690 0.88223 0.04 0.00 0.00 -0.3047
Br 2.22333 -2.12136 1.22258 -0.01 -0.06 -0.03 -0.2470
C -0.44962 -3.13809 1.06382 0.08 -0.02 -0.13 0.1063
O -0.83816 -1.95172 1.41147 -0.18 0.12 0.23 -0.4553
C -1.36707 -4.21815 0.85723 0.03 0.09 -0.03 -0.6037
C -0.87808 -5.45823 0.46604 0.02 -0.01 0.06 0.2156
C -2.87241 -3.98874 1.03486 0.00 0.00 -0.02 2.7714
C -3.18127 -3.49357 2.45605 0.05 -0.02 0.02 -1.5342
C -3.36322 -2.96017 0.00670 0.01 0.00 0.05 -1.5324
C -3.67420 -5.27858 0.82693 0.02 -0.02 -0.01 -2.6509
H 0.28667 -9.12612 -0.53232 0.00 0.01 0.00 0.4478
H -0.92440 -7.89934 -0.91838 0.00 -0.01 0.01 0.3515
H -0.56469 -8.28032 0.77178 -0.01 -0.01 -0.02 0.4079
H 2.44172 -8.60315 0.38013 0.00 0.01 0.00 0.4594
H 1.75710 -7.67930 1.73267 0.00 -0.01 -0.01 0.3717
H 2.96830 -6.94404 0.68093 -0.01 0.00 0.02 0.3059
H 1.83028 -7.93798 -2.04415 0.02 0.02 0.01 0.4327
H 2.38659 -6.29643 -1.66592 -0.02 0.01 -0.01 0.3363
H 0.75858 -6.54427 -2.29868 0.00 -0.02 0.00 0.3505
H 2.43572 -4.84946 0.35759 -0.01 0.00 0.02 0.2989
H -1.59350 -6.25081 0.30892 0.00 0.01 -0.01 0.4592
H -2.72042 -2.53064 2.65119 0.04 0.06 0.02 0.1325
H -2.81845 -4.21161 3.19995 -0.03 0.00 -0.02 0.3555
H -4.26081 -3.37595 2.58267 0.01 0.00 0.00 0.4638
H -2.92671 -1.97856 0.16312 -0.03 0.02 -0.01 0.1730
H -4.44714 -2.83739 0.08150 0.02 0.02 0.00 0.3855
H -3.12149 -3.28346 -1.01037 -0.02 -0.03 0.01 0.3028
H -3.36317 -6.06588 1.52077 -0.03 0.00 -0.01 0.4306
H -3.58604 -5.65761 -0.19562 0.00 0.00 0.02 0.4202
H -4.72895 -5.06483 1.01219 0.00 0.01 -0.01 0.4823